DFT (wB97M-V/def2-TZVPD) results for one molecule with the formula CH5BO2S.

Its expectation value of S² is 2.00. The spin multiplicity is 3. Its LUMO energy (spin up / spin down) is 0.57 / -3.99 eV.

The geometry in XYZ format:
```
10
Properties=species:S:1:pos:R:3:forces:R:3
B 0.578844 -0.431270 0.385532 -1.6583 3.8224 -0.6342
C -0.785136 1.524445 -0.341661 -2.4500 -1.2019 -0.4185
O 1.525698 -0.777285 1.242350 0.9325 -2.3378 0.5396
O 0.301113 1.005849 0.262579 3.8201 -5.0259 1.1494
S -0.382554 -1.627733 -0.693716 -2.2596 3.2743 0.4557
H -0.551846 2.535633 -0.344706 -0.3898 2.1162 -0.7919
H -1.628689 1.313317 0.308350 -0.6212 0.4537 0.1113
H -1.082203 1.055521 -1.297133 0.5263 0.5850 0.0001
H 1.729679 -1.762412 1.253570 -0.2701 1.7395 -0.0554
H 0.295094 -2.836064 -0.775165 2.3700 -3.4255 -0.3561
```
Forces are in eV/Å.


DFT (wB97M-V/def2-TZVPD) results for C36H66Br3F6N12P as an isolated structure.

Its charge is +2. The spin multiplicity is 1. Its LUMO energy is -5.01 eV.

The geometry in XYZ format:
```
124
Properties=species:S:1:pos:R:3:forces:R:3
C 25.885370 3.342200 23.921650 -1.0724 -0.9481 0.8213
C 25.766450 4.729050 23.319740 0.6137 0.8035 1.3767
N 27.074690 5.289360 23.041080 1.1337 6.0365 1.7332
C 28.161950 5.453360 23.942880 -3.9596 -2.2459 -1.9424
C 29.270370 5.862380 23.315940 -7.0858 4.7705 -1.6733
N 28.766680 6.376400 22.096390 -2.4868 -0.5377 1.2070
C 27.461470 6.023460 21.961180 0.6469 2.4330 3.6438
C 29.471460 7.115310 21.102590 -5.7540 2.0600 9.4295
H 25.492190 3.285630 24.936690 -0.0867 0.3005 -0.1064
H 26.906320 2.975240 24.026970 -0.9644 0.6378 -0.4567
H 25.333840 2.609020 23.333120 -0.5855 0.2528 0.7799
H 25.261350 5.297610 24.100590 0.9133 0.4535 -0.4184
H 25.104510 4.861600 22.463960 1.4687 -0.5150 0.9279
H 28.002880 4.956790 24.888670 -1.6110 0.9152 -0.6766
H 30.309340 6.037650 23.553050 -3.8718 3.2975 2.0155
H 26.908150 6.121540 21.038890 0.5755 1.5870 0.6981
H 28.975560 8.072940 20.944020 -0.4155 -0.1014 -0.9348
H 29.790700 6.463510 20.289370 -9.4289 -1.3180 6.9071
H 30.404720 7.444170 21.559730 0.4914 -0.3673 0.2363
C 34.679090 3.706330 28.413360 -0.3064 -0.6646 -0.3991
C 33.135050 3.674330 28.779620 2.7005 0.1099 -0.8033
N 32.375510 4.261170 27.704330 -2.8104 1.5784 -0.5564
C 32.356680 5.612000 27.339160 -1.5928 -0.8416 -2.2166
C 31.428660 5.743880 26.274260 1.5057 -2.7692 2.8249
N 30.803370 4.465180 26.048370 3.5373 2.1044 4.8364
C 31.314100 3.692750 27.078920 0.4241 -0.5282 -2.6890
C 29.768590 4.227000 25.090740 3.3742 5.4757 4.3746
H 35.281420 3.325460 29.238130 -0.1714 0.2076 0.1669
H 35.120100 4.632680 28.045270 -0.5462 0.4872 0.5665
H 34.911580 3.048100 27.576230 -0.3939 -0.3808 -0.0441
H 33.050940 4.257310 29.696770 -0.6532 -0.4207 0.0516
H 32.863400 2.619020 28.804430 -0.2154 0.2366 0.6949
H 32.911020 6.368570 27.874620 0.1395 -0.1582 -0.2773
H 31.180820 6.604670 25.670920 0.1205 -0.3916 0.6362
H 31.126850 2.629170 27.090240 -0.0062 -0.0094 0.4520
H 30.151220 3.740250 24.193650 0.3743 5.8973 6.9126
H 29.236090 5.154740 24.881370 3.7407 -1.0288 2.8167
H 29.058140 3.525630 25.528260 1.9124 6.5984 1.5558
C 23.172680 5.043850 25.332870 0.1313 -0.9902 1.1408
C 22.089520 4.914690 24.297860 -0.3732 1.4415 0.9704
N 22.684420 4.482050 23.102830 2.1220 0.2854 -5.7255
C 22.796910 3.190640 22.690500 0.4133 -0.3641 -0.1573
C 23.485610 3.129490 21.494600 0.1989 1.0569 0.6881
N 23.871550 4.437570 21.128640 -4.6897 -0.4569 2.8085
C 23.295630 5.248420 22.113640 -0.6634 -1.7398 -0.1745
C 24.775050 4.836290 20.014360 -4.0413 -0.0216 0.5942
H 23.421860 4.020320 25.612890 -0.0951 -0.0761 0.5999
H 22.819440 5.591190 26.206790 0.2340 -0.0679 -0.0419
H 24.152660 5.381000 24.995120 -0.9782 0.7917 0.1860
H 21.620980 5.877790 24.095350 -0.2755 -0.1076 0.0911
H 21.340510 4.171970 24.572520 -0.0919 0.2734 0.0976
H 22.436500 2.465890 23.405500 0.0098 -0.4806 -0.5568
H 23.872500 2.278320 20.954020 -0.5806 0.1095 0.0113
H 23.332500 6.323800 22.206300 0.2159 -0.0276 -0.3489
H 25.158840 5.822510 20.275450 -0.9448 -0.6297 0.9710
H 24.221880 5.103610 19.114010 -0.4126 -0.4420 -0.0186
H 25.454490 4.018980 19.772550 -1.3424 0.0863 0.6862
C 27.128160 4.046290 21.141640 1.7418 -5.9605 1.6815
C 26.625810 2.599870 21.393490 -0.4564 1.3967 -0.2604
N 27.562740 1.620750 20.911490 3.1949 1.1273 1.5605
C 27.220370 0.589070 20.144750 -0.3953 -0.7974 0.0509
C 28.225210 -0.308810 20.217700 1.9150 -0.2534 -1.0949
N 29.319100 0.245740 20.933400 -2.7307 1.0213 -0.9896
C 28.862380 1.469990 21.380770 -1.7695 -2.4411 -0.9737
C 30.613900 -0.431790 21.246780 -0.5382 -0.1160 -0.2735
H 26.353210 4.794350 21.308850 0.1423 -2.7981 -0.5733
H 27.540240 4.100360 20.133990 0.3540 -2.4341 1.4593
H 27.968810 4.358810 21.761100 -0.0222 -2.2626 -0.7895
H 25.655870 2.576960 20.896700 0.7142 -0.7899 -0.9879
H 26.236780 2.318450 22.372040 1.4130 0.0123 -0.8784
H 26.192130 0.639360 19.818260 0.2595 -0.7795 -0.5967
H 28.316700 -1.315090 19.836340 -0.1098 0.6113 -0.4687
H 29.334500 2.024710 22.178140 -1.1704 -0.8310 -1.0011
H 30.387870 -1.132420 22.050600 0.7371 0.7874 0.0826
H 31.283410 0.415190 21.396720 0.1052 -1.6011 0.5540
H 31.035850 -1.101860 20.497730 -0.6144 0.5176 -0.8863
C 27.938570 -2.709610 21.770630 0.5554 -1.7735 0.8626
C 27.181630 -1.614820 22.463710 -1.2595 -0.0358 -0.1598
N 27.999580 -0.692950 23.262350 0.7497 0.1237 -0.0767
C 29.224960 -0.986490 23.793640 0.3762 0.2568 1.4701
C 29.639940 0.116300 24.512690 0.1476 0.0170 -0.1875
N 28.680690 1.097830 24.384130 -1.5960 -3.4529 -2.4890
C 27.760290 0.578710 23.578660 -1.9078 -0.2547 0.5648
C 28.600640 2.441860 24.849810 -2.0201 -6.8993 0.3368
H 27.205420 -3.402850 21.358310 -0.0138 0.3959 -0.7845
H 28.447270 -3.434490 22.406140 -0.0162 0.2840 0.8412
H 28.754310 -2.446670 21.097180 -0.6196 0.0842 -0.0925
H 26.338470 -1.981510 23.049130 0.5480 -0.5500 0.7048
H 26.587920 -1.109550 21.701930 0.5863 0.5944 0.2088
H 29.704900 -1.943590 23.652160 -0.1752 0.1234 0.2951
H 30.547440 0.356320 25.046770 -0.0169 -0.3812 0.0002
H 26.852650 1.079300 23.275340 0.2678 -0.2364 0.3710
H 27.746770 2.561740 25.516610 0.2971 -1.1332 -0.1091
H 28.519080 3.132160 24.010200 -1.4964 -0.8122 1.2183
H 29.515160 2.596700 25.422320 -0.4387 -4.1149 -0.5748
C 29.977080 8.056160 16.941830 -0.2588 -0.7744 1.2037
C 29.214680 6.779530 17.437930 0.4766 1.5304 -0.9889
N 30.076520 5.912240 18.294290 0.1010 -1.5631 -0.6531
C 30.483540 6.260660 19.564420 10.3922 -2.3447 -10.1468
C 31.256050 5.242190 20.153440 -3.1309 4.3285 -7.2578
N 31.251200 4.233330 19.195190 -1.6749 1.3578 -2.2310
C 30.502390 4.631860 18.082600 1.0751 0.4905 2.1210
C 31.737940 2.855190 19.320760 0.9945 0.5578 -0.2649
H 30.857670 7.825560 16.342240 0.0328 0.1392 0.2554
H 30.180570 8.540360 17.896940 0.9081 0.3917 -0.2629
H 29.350200 8.781530 16.423230 -0.2783 -0.4895 -0.2030
H 28.770800 6.285850 16.573440 0.2448 -0.7202 0.4442
H 28.397110 7.174390 18.041060 0.0363 -0.5976 0.1366
H 30.301040 7.208410 20.049050 5.8280 2.5169 -6.0756
H 31.819950 5.106840 21.064530 -1.9418 5.1584 -2.2525
H 30.412000 4.001380 17.210400 -0.4004 0.2569 0.0581
H 32.687380 2.726500 18.801040 -0.1041 0.1510 -0.3553
H 30.996010 2.174120 18.903870 0.0444 -0.0421 0.2707
H 31.971020 2.693310 20.373170 -0.0040 -0.2374 -2.0903
P 30.998100 3.494820 22.383180 4.2683 0.6784 0.1047
F 31.269400 2.019940 21.687970 0.2508 1.3264 2.4138
F 32.245320 4.223250 21.502960 4.8982 -9.1851 6.7011
F 29.882160 3.632050 21.194860 0.9144 0.9629 2.2580
F 30.817990 5.040840 22.992070 7.6853 -9.6035 -5.5107
F 29.978080 2.916460 23.497450 2.4566 -7.2913 -12.1862
F 32.100100 3.115810 23.501730 0.1860 0.3643 -0.6275
Br 26.831240 5.460210 19.336170 4.6231 7.0634 -11.8121
Br 30.640890 7.724550 24.375130 0.8685 5.1906 -0.6471
Br 27.446040 4.098280 26.505970 -3.7205 2.0815 5.2916
```
Forces are in eV/Å.


DFT (wB97M-V/def2-TZVPD) results for one molecule with the formula C5H9N.

The spin multiplicity is 1. Its LUMO energy is 0.85 eV.

The geometry in XYZ format:
```
15
Properties=species:S:1:pos:R:3:forces:R:3
C -0.467309 -0.130296 -1.381957 -0.0297 0.0019 -0.0571
C 0.201664 -0.547007 -0.070711 0.0297 -0.0247 -0.0417
C 1.606655 0.047656 0.027659 0.0531 0.0469 0.0042
C -0.653433 -0.187645 1.172703 -0.0137 -0.0340 0.0626
C -1.480360 1.012608 1.006682 -0.5766 0.8148 -0.1194
N -2.162892 1.935772 0.863627 0.7083 -0.8503 0.1403
H -1.502389 -0.481135 -1.452113 0.1381 0.0114 0.0401
H 0.084549 -0.531101 -2.238398 -0.0529 0.0372 0.1371
H -0.481282 0.961633 -1.473616 -0.0271 -0.1499 0.0197
H 0.294805 -1.639995 -0.064712 0.0039 0.1357 0.0333
H 1.576715 1.142387 -0.029224 -0.0325 -0.1295 0.0180
H 2.229848 -0.312510 -0.797901 -0.0822 0.0798 0.1070
H 2.099613 -0.227246 0.967126 -0.0798 0.0068 -0.1406
H -0.011731 -0.034983 2.047990 -0.0873 -0.0526 -0.1204
H -1.334453 -1.008138 1.422845 0.0488 0.1064 -0.0833
```
Forces are in eV/Å.


Repeat the third record exactly.
DFT (wB97M-V/def2-TZVPD) results for one molecule with the formula C5H9N.

The spin multiplicity is 1. Its LUMO energy is 0.85 eV.

The geometry in XYZ format:
```
15
Properties=species:S:1:pos:R:3:forces:R:3
C -0.467309 -0.130296 -1.381957 -0.0297 0.0019 -0.0571
C 0.201664 -0.547007 -0.070711 0.0297 -0.0247 -0.0417
C 1.606655 0.047656 0.027659 0.0531 0.0469 0.0042
C -0.653433 -0.187645 1.172703 -0.0137 -0.0340 0.0626
C -1.480360 1.012608 1.006682 -0.5766 0.8148 -0.1194
N -2.162892 1.935772 0.863627 0.7083 -0.8503 0.1403
H -1.502389 -0.481135 -1.452113 0.1381 0.0114 0.0401
H 0.084549 -0.531101 -2.238398 -0.0529 0.0372 0.1371
H -0.481282 0.961633 -1.473616 -0.0271 -0.1499 0.0197
H 0.294805 -1.639995 -0.064712 0.0039 0.1357 0.0333
H 1.576715 1.142387 -0.029224 -0.0325 -0.1295 0.0180
H 2.229848 -0.312510 -0.797901 -0.0822 0.0798 0.1070
H 2.099613 -0.227246 0.967126 -0.0798 0.0068 -0.1406
H -0.011731 -0.034983 2.047990 -0.0873 -0.0526 -0.1204
H -1.334453 -1.008138 1.422845 0.0488 0.1064 -0.0833
```
Forces are in eV/Å.